*i*
A single C5H8FNO molecule. Source: the Open Molecules 2025 dataset; level of theory: ωB97M-V with the def2-TZVPD basis set.

Structure (XYZ):
```
16
Properties=species:S:1:pos:R:3
F 2.4499 -0.5287 0.3682
O -0.2375 1.6549 -0.4776
N -1.0854 -0.6751 -1.0208
C -0.9229 0.2034 1.2822
C 0.1826 0.5969 0.3353
C -1.8897 -0.5327 0.2461
C 0.2386 -0.7250 -0.4702
C 1.4703 0.1327 -0.2898
H -2.2238 -1.5216 0.6509
H -0.8593 1.2905 -1.1401
H -1.3853 1.0779 1.7379
H 0.3812 -1.5261 0.2335
H -2.8061 0.0555 0.0644
H 1.8432 0.8447 -1.0331
H -1.3601 -1.5099 -1.5516
H -0.6139 -0.5181 2.0686
```

Calculated values
SMILES ... O[C@@]12CCN[C@H]1[C@@H]2F
HOMO level ... -9.0 eV
Net charge ... 0
HOMO-LUMO gap ... 9.85 eV

=====

*ii*
A single C5H8FNO molecule. Source: the Open Molecules 2025 dataset; level of theory: ωB97M-V with the def2-TZVPD basis set.

Structure (XYZ):
```
16
Properties=species:S:1:pos:R:3
F -0.7966 -2.3126 -0.6386
O 1.0745 0.5260 -0.9962
N -2.5265 -0.2539 0.4055
C 0.9789 -0.7891 -0.7835
C 1.7894 1.1126 0.0501
C -0.3320 -1.0779 -0.6566
C -1.4852 -0.0065 -0.5821
C 1.9380 0.4699 1.1980
H -2.2549 0.0492 1.4697
H -1.1174 1.1083 -0.4879
H 2.4711 0.8333 2.2433
H -2.0384 -0.2076 -1.6136
H -3.2397 0.4782 0.1181
H 1.9454 2.2233 0.0595
H 1.7424 -0.6625 1.1984
H 1.8511 -1.4907 -0.9842
```

Calculated values
SMILES ... C=CO/C=C(/F)CN
HOMO level ... -9.0 eV
Net charge ... 0
HOMO-LUMO gap ... 9.88 eV

=====

Which of them is least stable? Easy: *ii*.

=====

*i*
A single C5H12 molecule. Source: the Open Molecules 2025 dataset; level of theory: ωB97M-V with the def2-TZVPD basis set.

Structure (XYZ):
```
17
Properties=species:S:1:pos:R:3
C -1.0350 -0.0704 0.1492
C 1.4309 -0.5719 -0.0136
C 0.6343 1.7343 0.5583
C 0.3409 0.4579 -0.2508
C -1.4458 -1.3606 -0.5581
H 2.3781 -0.1459 -0.3532
H -1.3516 -1.2676 -1.6645
H 1.6249 2.1301 0.2704
H -2.5255 -1.5696 -0.3650
H -1.7747 0.7198 -0.0310
H -1.0334 -0.2596 1.2512
H 0.6635 1.5110 1.6427
H 0.3042 0.7320 -1.3154
H 1.5125 -0.7695 1.0566
H -0.8657 -2.2429 -0.2221
H -0.1270 2.4955 0.3849
H 1.2696 -1.5225 -0.5397
```

Calculated values
SMILES ... CCC(C)C
HOMO level ... -11.0 eV
Net charge ... 0
HOMO-LUMO gap ... 12.26 eV

=====

*ii*
A single C5H12 molecule. Source: the Open Molecules 2025 dataset; level of theory: ωB97M-V with the def2-TZVPD basis set.

Structure (XYZ):
```
17
Properties=species:S:1:pos:R:3
C 1.2869 0.3827 2.1403
C -0.3993 -0.0265 -1.3834
C 1.0828 0.6156 0.6584
C -1.8326 -0.3910 -1.5366
C 0.0559 -0.4114 -0.0354
H 0.3468 0.2281 2.6561
H 0.3453 -0.4534 -2.1814
H -2.4707 0.3479 -1.8512
H -2.2078 -0.5998 -0.5266
H -0.9027 -0.4776 0.4813
H 2.0691 0.9272 2.6445
H 0.6756 1.6356 0.4533
H -1.7876 -1.1977 -2.2495
H -0.3604 1.0112 -1.6515
H 0.2601 -1.5095 0.0788
H 2.0820 0.4994 0.1404
H 1.7564 -0.5807 2.1625
```

Calculated values
SMILES ... CCCCC
HOMO level ... -10.5 eV
Net charge ... 0
HOMO-LUMO gap ... 11.78 eV

=====

Which of them is least stable? Easy: *ii*.

=====

*i*
A 2-piece molecular cluster, C5H12 overall. Source: the Open Molecules 2025 dataset; level of theory: ωB97M-V with the def2-TZVPD basis set.

Structure (XYZ):
```
17
Properties=species:S:1:pos:R:3
C 1.9708 -1.6542 0.8802
C 1.4208 -1.5910 -0.3392
C -0.5369 2.0851 0.5058
C -0.9134 1.1361 -0.6725
C -1.6556 -0.2147 -0.4099
H 2.0358 -1.5307 -1.1559
H 0.4150 -1.9369 -0.3330
H 1.3300 -1.9835 1.6970
H -1.5403 -1.0177 -1.0779
H -0.0589 0.8604 -1.3250
H -1.3220 2.8337 0.3470
H 2.9953 -1.2877 1.1839
H -1.5893 1.6274 -1.3469
H 0.4691 2.6316 0.2937
H -2.7333 0.1126 -0.2433
H -0.3272 1.7569 1.4804
H -1.3884 -0.6346 0.6935
```

Calculated values
SMILES ... C=C.CCC
HOMO level ... -10.1 eV
Net charge ... 0
HOMO-LUMO gap ... 11.24 eV

=====

*ii*
A single C5H12 molecule. Source: the Open Molecules 2025 dataset; level of theory: ωB97M-V with the def2-TZVPD basis set.

Structure (XYZ):
```
17
Properties=species:S:1:pos:R:3
C 0.5509 1.0389 -0.0424
C -0.6928 -0.2277 1.9779
C -0.2562 0.5772 -1.3019
C -0.0048 -0.8546 -1.7972
C 0.6076 -0.1336 1.0952
H -0.6929 -1.2956 2.3238
H 0.0089 -1.5437 -0.9302
H -0.1850 1.4149 -1.9539
H -0.7730 0.3099 2.8235
H 0.9158 -1.1717 0.6426
H -0.8336 -1.1519 -2.4535
H -1.4389 0.6367 -1.0574
H 1.5889 1.3434 -0.2353
H -1.3682 -0.0630 1.2599
H 1.0128 -0.8293 -2.2554
H 0.1249 1.9473 0.1955
H 1.4356 0.0027 1.7087
```

Calculated values
SMILES ... CCCCC
HOMO level ... -10.5 eV
Net charge ... 0
HOMO-LUMO gap ... 11.69 eV

=====

*iii*
A 2-piece molecular cluster, C5H12 overall. Source: the Open Molecules 2025 dataset; level of theory: ωB97M-V with the def2-TZVPD basis set.

Structure (XYZ):
```
17
Properties=species:S:1:pos:R:3
C -1.1642 -0.4393 0.3739
C -2.0548 0.4554 -0.4895
C 2.9170 -1.7142 0.4403
C -1.3364 1.6849 -1.0183
C 2.4156 -0.5552 0.8558
H -0.6364 0.1306 1.1407
H -2.0034 2.5352 -1.1905
H -0.7740 1.5462 -1.9414
H -1.8027 -1.1169 0.9487
H 2.7601 -0.1925 1.8148
H 3.6214 -2.2350 1.0773
H 1.6933 0.0066 0.2770
H 2.8993 -2.0339 -0.5928
H -2.5746 -0.1157 -1.2570
H -0.6491 2.1393 -0.3003
H -0.4220 -0.9274 -0.2564
H -2.8889 0.8318 0.1177
```

Calculated values
SMILES ... C=C.CCC
HOMO level ... -10.1 eV
Net charge ... 0
HOMO-LUMO gap ... 11.25 eV

=====

Which of them is least stable? Easy: *i*.

=====

*i*
A single C3H7N5 molecule. Source: the Open Molecules 2025 dataset; level of theory: ωB97M-V with the def2-TZVPD basis set.

Structure (XYZ):
```
15
Properties=species:S:1:pos:R:3
N -1.9831 0.4888 -0.5419
N -0.3382 0.4882 -0.1678
N 0.4118 0.7331 -1.3357
N 2.5720 0.2564 0.5357
N -2.1307 1.1092 -1.5883
C 0.0192 -0.5132 0.6476
C 1.7588 -0.5580 1.0556
C -0.6842 -1.3319 1.4286
H 2.0725 0.9851 -0.0271
H 1.1784 0.1369 -1.6718
H 2.0967 -1.4188 1.6507
H -0.2846 -1.7490 2.3452
H -1.7553 -1.4428 1.3022
H 0.1788 1.6536 -1.7015
H -3.1119 1.1623 -1.9316
```

Calculated values
SMILES ... [H]/N=C\C(=C)N(N)/N=N/[H]
HOMO level ... -7.9 eV
Net charge ... 0
HOMO-LUMO gap ... 8.49 eV

=====

*ii*
A single C3H7N5 molecule. Source: the Open Molecules 2025 dataset; level of theory: ωB97M-V with the def2-TZVPD basis set.

Structure (XYZ):
```
15
Properties=species:S:1:pos:R:3
N 1.0314 1.0028 2.6916
N -0.7407 0.1207 -1.8542
N 0.4792 -0.0218 0.7169
N 0.1327 -0.9815 -1.4861
N -0.7264 0.6873 0.7506
C -1.7084 -0.2658 -2.5473
C 1.2631 0.1138 1.8161
C 0.7002 -0.8904 -0.3469
H 1.4184 -1.6950 -0.1666
H -1.8803 -1.2930 -2.8321
H -2.3880 0.4833 -2.8715
H -1.0307 0.7425 -0.2053
H 1.7353 0.8495 3.4048
H -0.4125 1.6712 0.9953
H 2.1268 -0.5238 1.9349
```

Calculated values
SMILES ... [H]/N=C/N(N)/C=N\N=C
HOMO level ... -8.4 eV
Net charge ... 0
HOMO-LUMO gap ... 9.20 eV

=====

Which of them is least stable? Easy: *i*.

=====

*i*
A 2-piece molecular cluster, C3H7N5 overall. Source: the Open Molecules 2025 dataset; level of theory: ωB97M-V with the def2-TZVPD basis set.

Structure (XYZ):
```
15
Properties=species:S:1:pos:R:3
N 0.1715 -1.4490 -0.2515
N -2.3359 -0.4867 -1.8165
N 1.0543 -0.5857 -0.0433
N -0.6033 0.3559 0.6693
N 0.7173 0.5586 0.4999
C 2.4300 -0.7504 -0.4242
C -0.9792 -0.8010 0.1237
C -1.3643 1.5236 1.1078
H 2.8771 -1.7489 -0.4000
H -1.3350 1.5664 2.2149
H 2.8802 0.0960 0.1393
H -0.7683 2.3982 0.7174
H -2.4877 1.3684 0.8048
H 2.4447 -0.5728 -1.5324
H -2.7013 -1.4725 -1.8092
```

Calculated values
HOMO level (spin up / spin down) ... -8.3 / -8.2 eV
Net charge ... 0
HOMO-LUMO gap (spin up / spin down) ... 8.42 / 8.49 eV

=====

*ii*
A 2-piece molecular cluster, C3H7N5 overall. Source: the Open Molecules 2025 dataset; level of theory: ωB97M-V with the def2-TZVPD basis set.

Structure (XYZ):
```
15
Properties=species:S:1:pos:R:3
N 1.0194 -2.0229 0.9263
N -0.7114 -0.7938 -0.1465
N 0.3664 2.7098 -0.6294
N -0.5387 0.3654 -0.8918
N -0.9068 -2.0152 -0.8397
C 0.1024 1.3716 -0.1005
C 0.7371 0.5317 0.6541
C 0.3946 -0.8135 0.6566
H 1.6595 0.7155 1.1214
H -1.7643 -2.6272 -0.4474
H 0.0467 -2.6050 -0.5817
H -0.5665 3.1020 -0.9131
H 1.6291 -1.7701 1.7034
H 0.1395 3.2135 0.6543
H -1.6070 0.6383 -1.1661
```

Calculated values
HOMO level ... -8.2 eV
Net charge ... 0
HOMO-LUMO gap ... 8.15 eV

=====

*iii*
A single C3H7N5 molecule. Source: the Open Molecules 2025 dataset; level of theory: ωB97M-V with the def2-TZVPD basis set.

Structure (XYZ):
```
15
Properties=species:S:1:pos:R:3
N 1.5336 1.0561 -0.1234
N 0.3509 0.7247 0.4410
N -2.3808 0.2335 -0.4811
N 0.6901 -1.5076 -0.1555
N 2.0667 -1.2207 -0.1306
C 2.3950 0.0037 -0.1178
C -1.6380 -0.7260 0.2671
C -0.1340 -0.5949 0.1597
H -1.8570 -1.7212 -0.0929
H 1.5616 1.8132 -0.8074
H 3.4307 0.1693 -0.2044
H -1.9229 -0.7411 1.3670
H -2.0649 0.2657 -1.4637
H 0.1374 1.0459 1.4291
H -2.1682 1.1994 -0.0872
```

Calculated values
SMILES ... NCC1=NN=CNN1
HOMO level ... -8.6 eV
Net charge ... 0
HOMO-LUMO gap ... 9.38 eV

=====

Which of them is least stable? Easy: *i*.

=====

*i*
A 2-piece molecular cluster, C2H4N2S overall. Source: the Open Molecules 2025 dataset; level of theory: ωB97M-V with the def2-TZVPD basis set.

Structure (XYZ):
```
9
Properties=species:S:1:pos:R:3
S -4.7031 0.1133 -0.2559
N 0.7227 -0.4967 0.3664
N -2.2598 -0.4785 0.7953
C -3.3083 -0.1636 0.3935
C 0.6746 0.4808 -0.4629
H -0.2952 0.8141 -0.5152
H -1.3093 -0.6214 0.9439
H 1.5929 0.9729 -1.0499
H 1.6559 -0.9454 0.6553
```

Calculated values
SMILES ... N=C=S.C=N
HOMO level ... -9.2 eV
Net charge ... 0
HOMO-LUMO gap ... 10.02 eV

=====

*ii*
A single C2H4N2S molecule. Source: the Open Molecules 2025 dataset; level of theory: ωB97M-V with the def2-TZVPD basis set.

Structure (XYZ):
```
9
Properties=species:S:1:pos:R:3
S 0.2470 1.6813 -0.1552
N 0.0275 -1.0937 -0.5321
N -3.0487 0.4013 -0.0711
C -1.9812 0.0881 0.0982
C -0.4639 -0.0745 0.2100
H 0.8456 -1.5782 -0.4245
H -0.2824 -1.0118 -1.4464
H -0.1792 0.0171 1.3178
H -0.9054 2.3191 0.2796
```

Calculated values
SMILES ... N#C[C@@H](N)S
HOMO level ... -9.5 eV
Net charge ... 0
HOMO-LUMO gap ... 10.09 eV

=====

Which of them is least stable? Easy: *i*.